(1)
49
Properties=species:S:1:pos:R:3:forces:R:3 method="wB97M-V/def2-TZVPD" total_energy_ev=-32758.29527 total_charge=+1 homo_energy_ha=-0.410 e_above_lowest_kcal_mol=12.47 lumo_ev=-3.615 smiles=c1ccc(Oc2ccc([C@@H](c3ccccc3)[n+]3n[nH]c4ccccc43)cc2)cc1 homo_lumo_gap_ev=7.531
C 6.199641 -1.421967 -0.496974 0.1363 -0.0160 -0.1358
C 5.306778 -2.028964 -1.387002 0.0987 0.2063 0.0311
C 4.539389 -1.247913 -2.245129 0.1453 0.6359 0.1354
C 4.693351 0.141927 -2.204548 -0.1999 -0.2184 0.7150
O 3.802873 0.946236 -2.930748 -0.9762 0.2313 -0.1902
C 2.466087 0.916008 -2.491957 1.0123 0.0672 0.0234
C 2.039365 1.944143 -1.642689 0.1737 -0.3144 0.3702
C 0.842180 1.802837 -0.958393 -0.0223 0.2873 -0.3456
C -0.014257 0.711154 -1.205833 0.3962 0.1848 0.5076
C -1.319432 0.775865 -0.480748 -1.1845 0.8443 -0.3606
C -2.406492 -0.182072 -0.776604 -0.2975 0.0801 0.3381
C -3.666236 0.355376 -0.512008 -0.5861 0.0582 -0.8606
C -4.815920 -0.310422 -0.910219 -0.0595 -0.0965 0.3534
C -4.724468 -1.567000 -1.508057 0.4245 0.4118 -0.4169
C -3.459193 -2.144536 -1.659979 0.2453 -0.2142 0.3714
C -2.283800 -1.520319 -1.200214 -0.5820 0.6041 -0.2522
C 0.345053 -0.192359 -2.248277 -0.1090 0.1312 0.1415
C 1.587151 -0.088856 -2.896984 -0.4038 0.1926 0.4915
C 5.648105 0.762633 -1.380080 -0.5912 -0.2890 -0.3253
C 6.401054 -0.035199 -0.518750 -0.0282 -0.1991 -0.1449
H 6.759898 -2.043229 0.203455 -0.0860 0.2062 -0.2529
H 5.201106 -3.111474 -1.434154 0.0588 0.2259 0.1904
H 3.795652 -1.674804 -2.916672 0.3172 -0.0104 0.1881
H 2.687818 2.804217 -1.478053 -0.0915 -0.3192 0.0316
H 0.532403 2.586735 -0.248816 0.2076 -0.4686 -0.3524
H -1.636853 1.842308 -0.363155 0.0289 -1.1385 -0.8593
H -3.740468 1.356358 -0.059499 0.0582 -0.4754 -0.5536
H -5.781471 0.156335 -0.754512 0.0081 -0.0728 -0.0315
H -5.627798 -2.028363 -1.922047 0.4966 -0.0091 0.2838
H -3.369885 -3.107236 -2.148909 -0.0504 -0.0695 0.1933
H -1.313244 -2.037665 -1.194695 -0.6514 0.3039 -0.2336
H -0.363173 -0.945512 -2.607838 0.4090 0.3676 0.2527
H 1.877793 -0.765837 -3.704880 -0.2081 0.1972 0.4059
H 5.740999 1.851368 -1.395005 -0.0029 -0.3930 -0.0129
H 7.150516 0.430974 0.130572 -0.3717 -0.2473 -0.2156
C -4.183591 0.829594 3.918139 0.0134 0.0239 -0.5672
C -3.668430 0.902934 2.626894 -0.2192 -0.1013 0.5603
C -2.306278 0.615236 2.456039 -0.4730 0.5510 -0.6310
C -1.519882 0.284016 3.545656 0.6933 -0.0847 -0.2574
C -2.022474 0.215557 4.851896 -0.2400 0.0358 -0.0127
C -3.372967 0.495404 5.027896 0.7260 -0.1073 -0.2191
N -0.251779 0.116654 3.017152 -0.8887 0.3985 -0.8227
N -0.245606 0.358825 1.683999 -0.4673 0.0484 2.4189
N -1.455642 0.693537 1.345734 2.9320 -1.3864 0.4783
H -5.244128 1.027463 4.096414 0.4129 -0.0259 -0.1795
H -4.265092 1.149230 1.764378 -0.2419 0.0475 0.3206
H -1.335784 -0.039068 5.649644 -0.2811 0.0363 0.1791
H -3.818122 0.473070 6.023097 0.2014 -0.0452 -0.2961
H 0.595240 -0.053188 3.542478 0.1176 -0.0752 -0.4519

(2)
52
Properties=species:S:1:pos:R:3:forces:R:3 method="wB97M-V/def2-TZVPD" total_energy_ev=-155761.55741 total_charge=-1 homo_energy_ha=-0.115 lumo_ev=2.643 homo_lumo_gap_ev=5.780
C 0.637605 -0.159252 -3.729934 -0.2882 -0.2393 0.5368
C 0.731530 0.875210 -2.757511 0.7511 -0.1525 0.3027
C 1.813666 0.561167 -1.891951 -0.5316 0.0394 -0.4350
H 0.102070 1.758723 -2.694987 0.1410 -0.1971 -0.0474
C 2.364001 -0.687711 -2.296570 -0.6003 0.3396 -0.8088
C 1.660266 -1.113486 -3.456643 0.2851 0.2283 0.7348
H 1.877935 -2.008266 -4.032979 -0.0687 0.1217 0.1802
H -0.080913 -0.181579 -4.545943 0.2533 0.0444 0.0042
H 2.179828 1.192958 -1.084877 -0.1778 -0.2219 -0.1811
H 3.172969 -1.214621 -1.794881 -0.0747 0.0869 -0.2028
Ga -1.866380 -1.250750 -2.089686 2.2423 1.6948 1.1186
Br -3.619557 0.206500 -2.061907 -0.7360 1.0890 0.1761
C -2.290484 -3.238099 -2.145679 0.3181 -0.5784 -0.9479
C -0.919278 -3.445923 -2.578744 -0.4879 -0.6385 -1.1902
C -0.784658 -2.927690 -3.887095 -0.3435 -1.0644 0.4821
H -0.177074 -4.061797 -2.070463 -0.2824 0.7344 0.0426
C -2.010367 -2.342638 -4.291962 -0.7911 -1.2109 0.3525
C -2.983279 -2.588028 -3.262642 0.6751 -1.1869 -0.9887
H -4.053064 -2.439460 -3.341943 0.3123 0.3300 0.1920
H -2.753230 -3.666088 -1.261079 0.1183 0.2231 -0.1745
H 0.066679 -3.122431 -4.543737 -0.2426 0.6442 0.5137
H -2.227663 -1.978960 -5.296401 0.0535 0.2421 0.5269
O 0.070116 -2.934241 0.053568 -0.2709 0.9950 0.5563
C -0.083906 -1.744914 0.290674 0.2258 0.3847 0.0510
N 0.477668 -1.042466 1.351498 0.0940 -1.3565 -0.0885
C 0.089968 0.333860 1.419119 0.3738 0.0008 0.5137
C -0.690004 0.456121 0.105723 0.0255 0.7678 -1.8724
O -1.003983 1.514764 -0.425218 -0.1990 -1.3472 1.2115
N -0.825096 -0.807508 -0.447232 -0.3962 -0.3206 -0.1337
C -0.751552 0.634005 2.673943 0.0537 0.0303 -0.1042
C -2.106262 0.943443 2.586434 -0.0938 0.1901 0.3394
C -2.810621 1.339059 3.735526 0.2499 -0.1990 -0.1192
C -2.164269 1.398194 4.970028 0.1099 -0.0496 -0.1249
C -0.811150 1.047615 5.063415 0.0348 -0.2346 -0.3295
C -0.108323 0.648965 3.920919 -0.4009 0.2489 0.2345
C 1.287234 1.282446 1.411997 0.1522 0.2758 0.1382
C 1.015645 2.655695 1.393418 0.2280 0.0640 0.1903
C 2.052824 3.582721 1.493794 -0.0925 -0.3806 -0.1412
C 3.374214 3.135266 1.580080 0.0294 -0.1363 -0.0152
C 3.651645 1.764845 1.578266 -0.3402 -0.0673 0.0299
C 2.606729 0.829528 1.501847 -0.0311 0.3975 0.1377
H 0.923175 -1.557844 2.099777 -0.1997 0.2183 -0.2061
H -2.608017 0.909828 1.617267 0.1205 0.0991 0.2846
H -3.864441 1.605489 3.649342 0.2587 -0.0778 0.0554
H -2.708686 1.711067 5.863746 0.1585 -0.0646 -0.2840
H -0.293714 1.086757 6.023950 -0.1892 -0.0189 -0.2487
H 0.952343 0.387705 3.998449 -0.3561 0.1828 -0.0807
H -0.023265 2.981764 1.314460 0.3749 -0.0528 0.0152
H 1.818018 4.647259 1.493330 0.1380 -0.2422 -0.0187
H 4.189133 3.859726 1.643860 -0.2130 -0.2384 -0.0127
H 4.681123 1.406147 1.641829 -0.2868 0.1631 -0.0372
H 2.822851 -0.243075 1.513805 -0.0837 0.4400 -0.1274

(3)
53
Properties=species:S:1:pos:R:3:forces:R:3 method="wB97M-V/def2-TZVPD" total_energy_ev=-98053.69418 s_squared=16.036 homo_energy_ha="-0.280 / -0.280" multiplicity=8 lumo_ev="-0.181 / -3.410" homo_lumo_gap_ev="7.427 / 4.197"
C -0.766165 -1.652557 4.026976 0.3018 -0.7270 -0.2900
C -0.479647 -1.402543 2.645398 0.0126 -1.0192 0.3765
C 0.836583 -1.903677 2.371203 -0.4430 -0.5739 0.4037
H -1.169953 -0.998643 1.905150 0.3339 0.0424 0.2989
C 1.375141 -2.425184 3.587800 -0.7548 -0.3089 -0.0777
C 0.387768 -2.264089 4.615941 -0.4676 -0.5227 -0.7763
H 0.463556 -2.616110 5.645545 0.0334 0.1925 -0.3268
H -1.731333 -1.488966 4.510749 0.4786 0.1658 -0.0922
H 1.299735 -1.944804 1.386115 -0.0369 0.2390 0.3877
H 2.342367 -2.916567 3.688464 -0.2604 0.2643 0.0286
Gd 1.103275 0.088887 3.923674 0.7504 1.5978 -0.3861
Cl 2.882878 0.741112 2.281653 0.3191 0.2112 -0.0089
P 0.167172 0.010709 -0.991952 0.0520 -0.0319 1.2421
C 1.423792 -1.040993 -1.771664 0.3717 -0.1966 -0.4689
C 1.186324 -1.818222 -2.917543 0.3945 0.0738 0.2860
H 0.226259 -1.758027 -3.430562 0.2164 -0.0221 0.1521
C 2.181690 -2.673544 -3.394357 0.0943 -0.0209 0.0986
H 1.988260 -3.283220 -4.279442 0.0930 0.1696 0.2580
C 3.413143 -2.756950 -2.738816 -0.1358 0.1249 0.0535
H 4.181209 -3.440831 -3.103039 -0.2167 0.1953 0.0814
C 3.664931 -1.963503 -1.612569 -0.0438 -0.0387 -0.1821
H 4.629505 -2.021807 -1.105877 -0.2545 0.0115 -0.1554
C 2.683685 -1.104155 -1.129681 -0.5061 -0.1222 -0.3049
H 2.869249 -0.483859 -0.248160 -0.0688 -0.2221 -0.2356
C -1.443840 -0.510764 -1.645721 -0.4085 -0.1368 -0.5292
C -1.813711 -1.870088 -1.516403 -0.1653 0.5671 -0.0288
H -1.072491 -2.607404 -1.200442 -0.2190 0.2051 -0.0098
C -3.123428 -2.262835 -1.780450 0.0102 0.1250 -0.0755
H -3.406462 -3.310117 -1.662986 0.0659 0.2852 -0.0420
C -4.075094 -1.321552 -2.189145 0.1948 0.1566 -0.0066
H -5.103971 -1.631480 -2.376592 0.2914 0.0852 0.0303
C -3.702177 0.015692 -2.362452 -0.0683 -0.2489 0.0735
H -4.437867 0.748306 -2.697598 0.1866 -0.2106 0.0760
C -2.395741 0.424284 -2.097726 0.2357 -0.4685 0.1303
H -2.104764 1.466505 -2.238125 -0.0980 -0.2659 0.0843
C 0.483714 1.698944 -1.579336 0.0574 0.4376 -0.2670
C 1.094683 1.961310 -2.816939 -0.2119 0.2957 0.3493
H 1.359878 1.134304 -3.477821 -0.0689 0.2246 0.1718
C 1.368400 3.278534 -3.187468 -0.0129 0.0453 0.1350
H 1.846519 3.479874 -4.147206 -0.1157 -0.0154 0.2678
C 1.035585 4.333976 -2.331613 -0.1039 -0.2334 0.0427
H 1.259384 5.361494 -2.622621 -0.0788 -0.2879 0.0745
C 0.418685 4.075668 -1.101313 0.0656 0.0324 -0.1605
H 0.147294 4.901575 -0.441819 0.1297 -0.2140 -0.1712
C 0.156612 2.765569 -0.709340 0.1815 -0.3976 -0.5228
H -0.286400 2.548018 0.266561 0.1248 0.0605 -0.2878
Cl -2.448693 3.734357 3.023203 -0.1954 -0.0339 0.2207
C -2.103617 2.740156 4.439410 0.5432 -0.0450 -0.0942
Cl -3.373295 1.553342 4.806342 -0.0615 0.2008 -0.0471
C -0.837010 1.924361 4.206986 1.4418 -1.2012 -0.4914
O -0.119679 1.616518 5.228759 -1.1516 0.7620 -0.7430
O -0.536308 1.492206 3.037003 -0.6038 0.8793 1.6174
H -1.945644 3.376780 5.309841 -0.2285 -0.0854 -0.1588

(4)
52
Properties=species:S:1:pos:R:3:forces:R:3 method="wB97M-V/def2-TZVPD" total_energy_ev=-73918.47590 total_charge=+2 s_squared=16.616 homo_energy_ha="-0.548 / -0.553" e_above_lowest_kcal_mol=0.00 multiplicity=8 lumo_ev="-10.173 / -8.665" homo_lumo_gap_ev="4.748 / 6.379"
Gd -0.901691 -0.236155 1.698295 -0.5920 -3.7740 1.5052
Cl -1.241943 -2.598235 1.464562 0.0422 -1.4763 -0.3876
C 2.362353 -0.985075 1.564138 4.3134 -1.7092 0.5123
O 3.446279 -1.388070 1.680053 -4.5881 1.7331 -0.5137
P -0.037538 0.107604 -1.120975 -0.0821 -0.4059 -2.5753
C 0.575053 1.703293 -1.790289 0.2498 0.6180 0.6407
C 0.962592 -1.227662 -1.861134 0.2946 0.0527 1.1719
C -1.739547 -0.213333 -1.813408 -0.2412 -0.1936 1.0373
C 0.438823 -2.514576 -2.111877 -0.6747 -0.5903 -0.0474
C 1.234373 -3.507047 -2.683281 -0.3027 0.1141 0.2803
C 2.603670 -3.293060 -2.891658 -0.0423 0.0463 -0.1602
C 3.168193 -2.073646 -2.499548 -0.2403 0.5787 0.4176
C 2.363778 -1.067170 -1.950542 0.8968 0.1732 -0.1929
H -0.605084 -2.742478 -1.822399 0.6697 0.1644 -0.4457
H 0.805957 -4.479345 -2.921271 0.0188 0.2685 0.0909
H 3.235821 -4.085447 -3.328567 -0.4386 0.5193 0.3178
H 4.242289 -1.923063 -2.587814 -0.2551 0.0389 0.0204
H 2.835908 -0.145847 -1.561161 -0.3003 -0.4888 -0.5410
C 1.391034 2.530098 -0.995491 -0.1320 -0.0067 0.1929
C 1.839988 3.765479 -1.465232 0.1608 0.2270 -0.0907
C 1.518975 4.196287 -2.755995 -0.1901 -0.5386 0.0634
C 0.702801 3.377533 -3.545861 0.0167 -0.1696 0.4275
C 0.205618 2.163112 -3.061108 -0.1726 -0.3503 -0.1089
H 1.638796 2.235039 0.027630 0.0127 0.0413 -0.2747
H 2.441905 4.426905 -0.832712 -0.2178 -0.4508 -0.1404
H 1.890568 5.153696 -3.143113 -0.2221 -0.4872 0.2332
H 0.434172 3.698230 -4.537211 -0.1059 0.0112 -0.1883
H -0.484761 1.545619 -3.647081 0.3855 0.4977 -0.0067
C -1.944935 -0.534570 -3.164991 0.7049 0.0561 -0.3042
C -3.230126 -0.703419 -3.682317 -0.2446 -0.0534 0.6654
C -4.347949 -0.656803 -2.826361 0.6929 0.1169 -0.3424
C -4.140505 -0.427688 -1.460105 -0.4917 -0.0237 0.0477
C -2.860680 -0.205270 -0.949863 0.1407 0.0701 -0.3544
H -1.055797 -0.665946 -3.814780 -0.7827 0.2074 0.3454
H -3.356826 -0.896977 -4.741582 0.0129 -0.0287 0.1131
H -5.357053 -0.804696 -3.245235 0.6263 0.0981 0.4236
H -5.021339 -0.421167 -0.808364 0.5031 0.0175 -0.1126
H -2.777069 -0.041614 0.149377 -0.2300 0.0869 -0.8524
H -0.004798 1.334438 1.524605 -0.8057 3.1912 -0.8878
H -1.421501 1.661534 1.619322 1.7843 1.9182 -0.1993
N 0.000031 0.018720 9.310427 0.0173 -0.0102 -3.6851
C 0.005489 0.012956 8.130943 -0.0376 -0.0146 2.2390
C 0.012507 0.000594 6.651196 0.0626 0.2424 0.8146
C 0.311089 -1.188989 5.971303 0.0805 0.2202 -0.8638
C 0.341125 -1.169430 4.565438 -0.1528 0.4709 0.6394
N 0.090100 -0.008137 3.895717 -0.8953 0.0506 0.0283
C -0.267552 1.154602 4.545924 0.4306 -1.0702 0.7205
C -0.280661 1.190743 5.949989 0.0669 -0.4856 -0.9379
H 0.528870 -2.115256 6.493458 -0.0904 0.2141 0.0544
H 0.529616 -2.117985 3.981551 -0.1507 1.3611 0.5957
H -0.556162 2.047010 3.938046 0.4911 -0.9274 0.5231
H -0.524242 2.114655 6.459366 0.0045 -0.1508 0.0913